No. 1
ORCA calculation (the ωB97M-V functional and the def2-TZVPD basis) on a cluster of 7 separate species, C12H41N3O7 in total in a non-equilibrium geometry.

The geometry in XYZ format:
```
63
Properties=species:S:1:pos:R:3:forces:R:3
O 3.0469 3.3802 -3.6285 0.33 0.18 -0.26
O 0.1332 -1.2475 -1.1797 -0.39 0.00 -0.21
O 2.5220 -2.9128 2.6450 -0.09 0.03 0.25
O -1.5717 -1.1950 1.1904 -0.04 0.05 0.00
O 2.6986 -1.7557 -2.1909 0.13 0.04 0.09
O -0.8143 -1.9889 -3.8940 -0.07 0.12 -0.13
O -5.1876 -0.1576 -0.4132 0.00 0.06 0.06
N 1.8301 -2.3776 5.3664 0.32 0.24 -0.47
N -4.6430 2.1617 2.4376 -0.09 -0.94 -0.16
N 0.3967 1.4041 -2.0179 -0.37 0.42 0.27
C 3.1465 -2.0322 4.7685 -0.45 -0.39 0.97
C 1.6412 0.9837 -4.0608 -0.31 0.13 -0.22
C 1.9622 3.1196 -2.8075 -0.61 0.00 0.93
C -5.3048 1.5713 1.2421 0.19 -0.40 0.53
C 1.9701 -2.6273 1.3877 0.30 -0.17 -0.72
C 2.9271 -1.7424 3.3132 0.05 0.47 -0.25
C -5.3123 2.6097 0.1559 0.12 0.40 -0.47
C 1.6893 1.6255 -2.6849 0.00 -0.19 -0.58
C -4.4318 -1.1674 -1.0344 -0.26 -0.47 -0.20
C 4.2010 -3.1028 5.0277 0.36 0.05 -0.14
C 3.1897 4.7508 -3.9201 0.31 0.24 -0.17
C -4.5959 0.2933 0.7863 0.01 0.52 -0.62
H 3.9468 -4.0457 4.5428 -0.05 0.05 -0.06
H 1.4829 -0.0910 -3.9959 0.09 0.02 0.03
H 1.4804 -3.1869 4.8639 -0.06 -0.05 0.12
H -1.3935 -1.6226 2.0344 0.05 -0.09 -0.01
H 0.8060 1.4025 -4.6379 0.01 -0.01 0.08
H -4.2966 2.9849 -0.0194 0.00 -0.04 0.11
H -0.2190 -2.7385 -3.9706 -0.03 -0.06 0.02
H -4.4254 -2.0906 -0.4395 0.23 0.15 0.12
H 1.7692 -3.5786 0.8968 -0.16 0.01 0.06
H 3.8383 -1.3214 2.8600 -0.02 -0.17 -0.03
H -3.6388 2.1299 2.2578 -0.07 0.32 -0.01
H 2.1460 -0.9722 3.2330 -0.01 -0.07 -0.01
H 1.0286 3.5963 -3.1548 0.15 0.03 -0.32
H 2.4286 -2.2144 -2.9903 0.01 -0.02 -0.01
H 2.6829 -2.0946 0.7413 -0.05 0.04 0.14
H 4.1882 4.9022 -4.3322 -0.07 -0.09 -0.01
H -5.9203 3.4599 0.4587 -0.02 0.03 -0.02
H 0.1225 -0.3092 -1.4812 0.23 0.20 0.08
H 3.1012 5.3845 -3.0300 -0.06 -0.13 0.07
H -6.3261 1.2863 1.5082 -0.03 0.23 0.09
H -1.5215 -0.2525 1.3772 -0.02 0.03 0.06
H -3.5507 0.5875 0.5766 0.03 -0.25 0.11
H -5.6628 2.2279 -0.8020 -0.15 -0.09 0.13
H -3.4085 -0.8385 -1.2372 0.07 -0.04 0.08
H -4.6139 -0.5131 1.5272 0.08 0.13 0.21
H 4.3119 -3.2942 6.0960 -0.09 0.06 0.04
H 2.4624 1.1254 -2.1006 0.06 0.10 0.08
H -0.5746 -1.3143 -0.5221 0.17 -0.18 0.18
H 5.1818 -2.7789 4.6624 -0.08 -0.07 -0.05
H -4.7553 1.5048 3.2105 -0.12 0.22 0.02
H -0.6644 -1.6535 -2.9990 0.13 -0.15 0.16
H -0.3571 1.6699 -2.6502 0.13 -0.13 -0.14
H 2.4598 5.0893 -4.6646 -0.10 -0.08 0.08
H 1.9292 -2.6336 6.3402 0.07 -0.06 -0.01
H -4.9099 -1.4263 -1.9801 -0.01 0.22 0.02
H 1.8808 -1.6447 -1.6800 -0.06 -0.10 -0.04
H 2.5409 1.2120 -4.6259 0.12 -0.17 0.10
H 2.1350 3.5351 -1.7957 0.04 -0.01 -0.10
H 3.4788 -1.1014 5.2380 -0.04 0.04 -0.05
H 1.0525 -2.0328 1.4373 0.00 -0.02 0.17
H 0.2902 2.0586 -1.2418 0.17 -0.22 0.07
```
Positions in Å, forces in eV/Å.

HOMO-LUMO gap (eV): 9.361
SMILES string: COC[C@H](C)N.COC[C@H](C)N.COC[C@H](C)N.O.O.O.O
E_LUMO (hartree): 0.000
Total charge: 0
Relative energy (zero: lowest compared OMol25 entry of this formula, charge and spin) (eV): 0.209
Spin multiplicity: 1
HOMO energy (eV): -9.357

Atomic partial charges in e from the natural (NBO) method, atoms 1 to 5: atom 1 (O): -0.53, atom 2 (O): -1.04, atom 3 (O): -0.55, atom 4 (O): -0.95, atom 5 (O): -0.97

=====

No. 2
ORCA calculation (the ωB97M-V functional and the def2-TZVPD basis) on a structure of composition C2H4LiO2Sn in a non-equilibrium geometry.

The geometry in XYZ format:
```
10
Properties=species:S:1:pos:R:3:forces:R:3
Sn -1.9574 1.8547 -1.6745 0.51 -0.42 1.20
O -0.1974 -1.9055 0.1507 -1.22 -0.50 0.03
O -1.0861 1.1610 0.5315 -0.38 -0.65 -1.17
C 0.2120 0.8641 0.8652 0.58 -0.21 -2.68
C 0.9372 -0.0795 0.1075 -0.27 3.18 0.63
Li -1.7432 -0.8891 -0.1417 1.23 0.35 0.43
H 0.3585 -2.4726 -0.3859 -0.06 -0.09 -0.09
H 0.7152 -0.0690 -0.9736 -0.15 -0.95 0.52
H 1.9810 -0.2385 0.3987 -0.33 -0.03 -0.16
H 0.7802 1.7744 1.1221 0.10 -0.67 1.29
```
Positions in Å, forces in eV/Å.

HOMO-LUMO gap (spin up / spin down) (eV): 4.791 / 4.909
E_LUMO (spin up / spin down) (hartree): 0.100 / 0.104
Total charge: -1
Spin multiplicity: 1
HOMO energy (spin up / spin down) (eV): -2.060 / -2.077

Atomic partial charges in e from the natural (NBO) method, atoms 1 to 5: atom 1 (Sn): -0.19, atom 2 (O): -1.25, atom 3 (O): -0.96, atom 4 (C): -0.02, atom 5 (C): -0.36

=====

No. 3
ORCA calculation (the ωB97M-V functional and the def2-TZVPD basis) on a cluster of 2 separate species, C2H8N3O in total in a non-equilibrium geometry.

The geometry in XYZ format:
```
14
Properties=species:S:1:pos:R:3:forces:R:3
O 0.0264 0.0241 -0.8466 0.43 0.10 0.14
N -0.7482 -0.2122 1.7875 1.10 0.33 -0.63
N 1.4076 -0.9302 1.3882 0.47 -1.52 0.10
N -0.8929 0.6958 -2.7557 -1.66 1.22 -1.69
C 0.4757 -0.5290 2.1969 0.05 0.17 -0.94
C -0.2352 0.9333 -1.6335 0.63 -0.74 0.12
H -1.1223 0.6138 2.2078 -0.73 0.10 0.71
H -1.5500 1.4101 -3.1598 1.54 -1.01 0.31
H 0.8646 -0.4509 3.1787 -0.71 0.28 1.35
H -0.8986 -0.2347 -3.1614 -0.45 0.13 0.52
H 1.2054 -1.0133 0.4178 -0.20 0.09 -1.05
H 0.1934 1.9331 -1.5198 -0.55 0.32 0.33
H -0.8586 -0.2090 0.7532 0.10 -0.13 0.69
H 2.1465 -1.5418 1.7349 -0.03 0.66 0.03
```
Positions in Å, forces in eV/Å.

HOMO-LUMO gap (eV): 11.051
E_LUMO (hartree): -0.126
Total charge: +1
Relative energy (zero: lowest compared OMol25 entry of this formula, charge and spin) (eV): 0.816
Spin multiplicity: 1
HOMO energy (eV): -14.483

Atomic partial charges in e from the natural (NBO) method, atoms 1 to 5: atom 1 (O): -0.73, atom 2 (N): -0.72, atom 3 (N): -0.68, atom 4 (N): -0.79, atom 5 (C): 0.41

=====

No. 4
ORCA calculation (the ωB97M-V functional and the def2-TZVPD basis) on an isolated molecule of C4H4N2S in a non-equilibrium geometry.

The geometry in XYZ format:
```
11
Properties=species:S:1:pos:R:3:forces:R:3
S -1.3274 1.8347 0.3584 0.59 2.20 1.36
N 0.2831 -1.2750 -1.0161 -0.97 1.11 1.31
N 1.1853 -1.0821 0.1888 -1.11 -1.45 -1.78
C 0.3288 0.9515 0.2266 -3.48 3.52 -0.97
C -0.8795 -0.6226 -0.9791 4.73 -1.66 2.03
C -0.9792 0.2098 0.2107 0.32 -2.28 -1.08
C 1.1418 0.0174 0.8455 2.85 -2.31 0.51
H -0.8649 -0.4560 1.0818 -1.27 0.42 0.12
H 0.7125 1.2050 -0.7419 0.00 0.20 -0.45
H 1.9382 0.0391 1.5555 0.21 0.64 0.88
H -1.5387 -0.8219 -1.7302 -1.87 -0.40 -1.93
```
Positions in Å, forces in eV/Å.

HOMO-LUMO gap (eV): 9.449
SMILES string: C1=NN=C[C@@H]2S[C@@H]12
E_LUMO (hartree): 0.000
Total charge: 0
Relative energy (zero: lowest compared OMol25 entry of this formula, charge and spin) (eV): 5.354
Spin multiplicity: 1
HOMO energy (eV): -9.446

Atomic partial charges in e from the natural (NBO) method, atoms 1 to 5: atom 1 (S): 0.27, atom 2 (N): -0.25, atom 3 (N): -0.24, atom 4 (C): -0.33, atom 5 (C): 0.08

=====

No. 5
ORCA calculation (the ωB97M-V functional and the def2-TZVPD basis) on a cluster of 2 separate species, CH7O2 in total.

The geometry in XYZ format:
```
10
Properties=species:S:1:pos:R:3:forces:R:3
O -0.5520 -0.0907 0.1867 0.00 0.01 0.65
O 1.6850 0.6025 1.0805 0.17 0.14 -0.21
C -1.0947 -0.5313 -1.0990 -0.30 0.23 -0.14
H -1.1323 -0.0302 0.9574 -0.28 -0.08 -0.20
H 2.4197 1.0133 0.6089 -0.05 0.01 -0.15
H -1.6409 -1.4546 -0.9485 0.16 -0.11 0.10
H -1.7560 0.2483 -1.4504 -0.04 0.12 -0.13
H 0.3889 0.2535 0.4097 0.40 -0.09 0.06
H -0.2497 -0.6539 -1.7570 0.15 -0.11 -0.08
H 1.9319 0.6430 2.0118 -0.21 -0.12 0.09
```
Positions in Å, forces in eV/Å.

HOMO-LUMO gap (eV): 13.803
E_LUMO (hartree): -0.141
Total charge: +1
Relative energy (zero: lowest compared OMol25 entry of this formula, charge and spin) (eV): 0.118
Spin multiplicity: 1
HOMO energy (eV): -17.647

Atomic partial charges in e from the natural (NBO) method, atoms 1 to 5: atom 1 (O): -0.66, atom 2 (O): -0.95, atom 3 (C): -0.24, atom 4 (H): 0.55, atom 5 (H): 0.52

=====

No. 6
ORCA calculation (the ωB97M-V functional and the def2-TZVPD basis) on the ion C12H17N2 with charge +1 in a non-equilibrium geometry.

The geometry in XYZ format:
```
31
Properties=species:S:1:pos:R:3:forces:R:3
N 0.6887 1.4218 0.1926 1.07 -0.51 1.89
N 0.0996 0.2148 -1.6205 -1.96 -2.29 -2.90
C 0.7893 0.2938 -0.5548 0.77 2.91 2.02
C -2.2779 0.7547 0.1939 -0.08 -0.37 0.02
C -2.8068 -1.4429 1.0271 1.73 1.54 -0.79
C -4.2924 -0.4036 -0.5995 1.30 1.33 1.99
C 3.2084 -0.3548 -0.6292 1.73 1.66 -0.91
C 1.8265 -0.6759 -0.1759 1.97 -1.09 2.03
C -3.4580 0.7386 -0.5532 -0.40 -1.88 -0.43
C 2.0607 -0.8107 1.3112 -0.80 -3.04 0.62
C -1.6793 2.0919 0.3890 0.88 -0.12 1.06
C -1.8120 -0.4508 0.8518 -3.10 1.28 0.10
C -4.0158 -1.3670 0.3357 -0.57 -2.91 0.17
C -0.3750 2.3646 0.4587 -0.64 0.33 -1.42
H -2.5241 -2.1818 1.7443 -0.47 -0.81 0.12
H -5.2621 -0.3347 -1.0135 -0.64 -0.14 -0.90
H 1.3468 1.4179 1.0031 -0.64 -0.02 -1.16
H -2.2934 2.9398 0.7629 0.04 -0.78 -0.86
H 1.5591 -1.6722 -0.4332 -0.55 -0.73 -0.98
H 3.3897 0.7026 -0.5161 -0.41 0.89 -0.34
H -0.6399 0.8919 -1.8018 0.24 -0.18 0.01
H 2.6802 -1.7302 1.6219 -0.63 1.53 -1.00
H 4.1247 -0.6294 -0.0532 -1.26 -1.16 -0.25
H -0.9657 -0.4649 1.5199 0.26 0.15 -0.15
H -3.8127 1.5150 -1.1924 0.27 1.11 0.10
H 1.1110 -1.0478 1.6876 -1.40 -0.18 1.39
H 0.0156 -0.7020 -2.1421 0.31 1.67 0.86
H 2.4318 0.0170 1.8123 0.94 1.70 0.80
H -4.7142 -2.2377 0.4719 0.57 1.13 -0.07
H -0.1435 3.4306 0.5766 0.78 -0.74 0.22
H 3.3021 -0.5647 -1.6587 0.70 -0.28 -1.24
```
Positions in Å, forces in eV/Å.

HOMO-LUMO gap (eV): 8.875
SMILES string: CC(C)/C(N)=[NH+]/C=C\c1ccccc1
E_LUMO (hartree): -0.125
Total charge: +1
Relative energy (zero: lowest compared OMol25 entry of this formula, charge and spin) (eV): 1.551
Spin multiplicity: 1
HOMO energy (eV): -12.274

Atomic partial charges in e from the natural (NBO) method, atoms 1 to 5: atom 1 (N): -0.57, atom 2 (N): -0.69, atom 3 (C): 0.61, atom 4 (C): -0.12, atom 5 (C): -0.19

=====

No. 7
ORCA calculation (the ωB97M-V functional and the def2-TZVPD basis) on a structure of composition C36H44NS4Tl in a non-equilibrium geometry.

The geometry in XYZ format:
```
86
Properties=species:S:1:pos:R:3:forces:R:3
Tl -0.0564 -0.7002 0.7477 0.50 -0.53 1.21
S -0.0083 1.9849 -2.4355 0.76 -1.17 -0.10
S 1.4088 0.4006 -1.7372 -0.68 1.04 -0.21
S -0.0134 2.3091 1.0698 -0.25 0.20 -0.34
S -1.1372 -1.9034 -1.9415 0.09 0.39 -0.35
N -2.1608 0.7483 -0.5974 -0.15 -0.09 -0.20
C -3.7126 1.2884 -2.3202 -0.02 0.04 0.11
C 0.8812 5.7848 -1.7472 -0.06 0.26 0.24
C 2.5894 0.3611 5.7211 -0.13 0.14 -0.05
C 4.2862 -2.2949 1.3713 -0.14 -0.14 -0.01
C -1.8310 2.1606 1.3287 0.62 0.21 -0.04
C 2.2862 1.9779 3.8528 -0.13 -0.12 0.06
C 0.6520 5.9735 -0.3919 0.04 0.05 -0.28
C -4.1577 2.3852 -1.6100 0.12 -0.12 -0.12
C 2.9161 -2.9848 1.4938 0.00 0.00 -0.13
C 0.3250 -2.8079 -4.0306 0.08 -0.07 -0.05
C 0.6737 -2.4264 2.9519 0.65 -0.07 -0.68
C 0.3298 4.8881 0.3975 -0.07 0.12 0.07
C -0.3429 -3.5615 2.8866 -0.08 -0.12 0.05
C -2.6900 0.5044 -1.7860 -0.45 0.18 0.14
C 2.3357 -1.8505 -4.9084 -0.09 -0.19 -0.18
C -1.7792 -2.9896 2.8948 0.14 -0.12 -0.04
C -3.5369 2.6903 -0.4104 0.09 -0.10 0.01
C 0.3588 3.4321 -1.5162 0.32 0.19 0.06
C 3.1913 -4.3055 2.2262 -0.05 0.10 -0.17
C 0.3276 1.2802 5.2331 0.25 -0.05 -0.10
C -0.2795 -4.4436 1.6351 0.02 0.11 0.22
C 0.3961 -1.3314 3.7843 0.11 0.31 0.07
C 0.2682 -1.8238 -3.0540 -0.56 -0.01 0.35
C 0.1764 3.6168 -0.1397 -0.14 -0.18 0.44
C 1.6376 0.8074 4.5977 0.06 0.08 0.10
C 2.4298 -3.1877 0.0482 0.15 -0.14 0.12
C 1.3501 -2.8266 -4.9586 0.25 0.09 0.02
C 1.4104 -0.3713 3.6906 -0.02 0.04 -0.52
C -2.5492 1.8390 0.0653 -0.35 0.11 -0.27
C 2.2740 -0.8576 -3.9530 0.00 0.12 0.16
C 0.7386 4.5299 -2.2957 -0.03 -0.31 -0.04
C 1.9542 -2.1375 2.3121 -0.81 -0.55 0.14
C -2.1448 -0.5604 -2.6870 0.22 -0.57 0.01
C 1.2527 -0.8312 -3.0022 0.16 0.24 -0.25
C -0.1867 -4.4268 4.1472 -0.13 -0.01 -0.20
C 2.3344 -0.8656 2.7509 -0.21 0.62 0.51
H 0.6750 -4.9416 1.5184 0.06 -0.03 -0.10
H 2.4538 2.8104 4.5354 0.05 0.13 0.09
H 3.8789 -4.9292 1.6566 0.10 -0.12 -0.10
H 0.7788 -4.9253 4.1629 0.14 -0.07 0.01
H 4.2233 -1.3746 0.7960 0.00 0.16 -0.05
H 3.6484 -4.0823 3.1893 0.01 -0.02 0.08
H 2.7461 1.1742 6.4274 0.07 0.14 0.19
H -0.4393 -1.2642 4.4544 -0.29 0.02 0.12
H 2.1781 -0.4917 6.2555 -0.08 -0.11 0.07
H -3.8003 3.5778 0.1412 -0.07 0.08 0.13
H 2.2877 -4.8711 2.4127 -0.06 -0.10 0.08
H -2.9665 -1.0420 -3.2196 0.06 0.11 -0.06
H -0.9736 -5.1791 4.1937 -0.09 -0.19 0.05
H -2.1884 3.0924 1.7624 -0.08 -0.09 0.09
H 4.6998 -2.0706 2.3507 0.05 0.05 0.10
H -1.4976 -0.0676 -3.4168 -0.12 -0.11 -0.05
H -2.0213 -2.5017 3.8338 -0.02 0.11 0.08
H 4.9781 -2.9634 0.8586 0.05 -0.06 -0.08
H 0.9185 4.3668 -3.3466 0.03 0.01 -0.11
H 3.5537 0.0662 5.3158 0.11 -0.04 -0.09
H -0.4816 -3.8448 0.7453 0.00 -0.02 -0.10
H 2.3008 -2.2082 -0.4207 0.03 0.03 -0.06
H -0.3978 1.5471 4.4676 -0.14 0.04 -0.12
H 1.3897 -3.5980 -5.7142 -0.02 -0.06 -0.01
H -4.9562 3.0013 -1.9962 -0.02 0.09 -0.03
H 3.1689 -3.7424 -0.5302 0.10 -0.07 -0.13
H 3.0286 -0.0859 -3.9133 0.07 0.02 0.00
H -4.1170 1.0461 -3.2913 -0.11 -0.02 -0.06
H -0.4445 -3.5643 -4.0478 -0.07 -0.04 -0.01
H -0.2551 -3.7979 5.0320 0.01 0.03 0.09
H -1.0434 -5.2188 1.6944 -0.11 -0.06 0.02
H 0.7370 6.9549 0.0459 0.07 0.12 0.07
H 3.2445 -0.3618 2.4979 0.31 0.08 -0.09
H -0.0952 0.4976 5.8563 -0.14 -0.10 0.09
H 1.4901 -3.7209 -0.0168 -0.15 -0.06 0.01
H -1.9170 1.3495 2.0564 0.02 0.08 0.05
H 3.2468 1.6893 3.4343 0.14 -0.04 -0.07
H 0.5041 2.1524 5.8598 0.02 0.12 0.11
H 3.1505 -1.8655 -5.6157 0.06 0.03 -0.08
H -1.9205 -2.2700 2.0830 -0.04 -0.04 0.08
H -2.4946 -3.7979 2.7471 -0.11 -0.12 0.02
H 1.6464 2.3163 3.0406 0.06 0.04 0.05
H 0.1925 5.0159 1.4608 0.02 -0.01 0.10
H 1.1812 6.6141 -2.3686 0.00 0.08 -0.09
```
Positions in Å, forces in eV/Å.

HOMO-LUMO gap (eV): 4.854
E_LUMO (hartree): -0.035
Total charge: 0
Relative energy (zero: lowest compared OMol25 entry of this formula, charge and spin) (eV): 1.060
Spin multiplicity: 1
HOMO energy (eV): -5.798

Atomic partial charges in e from the Mulliken method, atoms 1 to 5: atom 1 (Tl): 0.68, atom 2 (S): -0.29, atom 3 (S): 0.21, atom 4 (S): 0.22, atom 5 (S): -0.06

=====

No. 8
ORCA calculation (the ωB97M-V functional and the def2-TZVPD basis) on a structure of composition C3H4N4 in a non-equilibrium geometry.

The geometry in XYZ format:
```
11
Properties=species:S:1:pos:R:3:forces:R:3
N -1.5898 -0.8756 0.0264 0.86 0.32 0.45
N 1.7093 0.0006 0.0004 6.37 0.56 0.87
N 1.0401 1.1665 0.1068 3.02 0.57 -0.56
N 1.0473 -1.1173 -0.1482 -1.48 0.12 1.39
C -0.1390 0.6934 -0.0430 -4.69 6.47 0.05
C -1.7307 0.6733 -0.1071 1.28 0.79 3.10
C -0.1648 -0.5570 -0.0244 -0.98 -9.58 -1.34
H -1.7183 -1.2323 1.0203 -0.44 0.92 -1.61
H -2.0750 1.1827 0.8255 -0.33 -0.59 -0.76
H 2.7964 -0.1023 0.2635 -3.56 0.77 -1.07
H -2.2444 1.0742 -0.9601 -0.04 -0.35 -0.52
```
Positions in Å, forces in eV/Å.

HOMO-LUMO gap (eV): 10.245
E_LUMO (hartree): 0.039
Total charge: 0
Relative energy (zero: lowest compared OMol25 entry of this formula, charge and spin) (eV): 5.389
Spin multiplicity: 1
HOMO energy (eV): -9.180

Atomic partial charges in e from the natural (NBO) method, atoms 1 to 5: atom 1 (N): -0.59, atom 2 (N): -0.16, atom 3 (N): -0.23, atom 4 (N): -0.23, atom 5 (C): 0.02

=====

Values of molar mass, in order: 339.5; 185.7; 90.1; 112.2; 51.1; 189.3; 823.4; 96.1, all in g mol⁻¹.